Formula: C8H32FO8
Source: the OMol25 dataset
Level of theory: ωB97M-V/def2-TZVPD

ORCA input file:
```
! wB97M-V def2-TZVPD RIJCOSX def2/J DEFGRID3
* xyz -1 1
C 3.08 1.26 1.77
H -3.61 1.02 -0.99
H -0.99 0.42 -4.98
H 1.56 -1.59 1.15
O -3.22 -0.57 0.30
C 0.09 3.17 -1.65
H -0.06 1.64 4.49
H -0.04 -3.44 2.97
H -2.66 -0.12 -4.71
H 0.86 -1.94 -4.21
H 1.49 1.47 0.65
O -0.91 2.19 -1.44
H -0.40 4.14 -1.78
O 2.27 2.03 0.89
H -1.50 -2.81 3.73
H -4.31 1.15 0.57
H 3.76 0.61 1.21
F 0.17 0.57 0.14
O -1.52 -0.04 -3.02
O -0.01 0.43 2.86
H 0.34 2.46 3.00
H 1.78 -3.14 2.01
H 1.90 -0.95 -1.74
H 1.32 0.02 -3.10
H 0.81 3.22 -0.83
H -3.34 -0.69 1.25
H -0.45 1.48 -0.85
C -0.30 1.69 3.43
C 1.79 -0.93 -2.82
O 1.53 -3.27 -0.03
H 2.47 0.66 2.44
C -3.39 0.82 0.06
H 3.11 -2.44 1.10
H -1.30 0.74 -2.48
O -1.16 -2.09 1.81
H 2.79 -0.89 -3.29
H 0.63 2.98 -2.59
H -2.16 1.51 -4.22
H -0.77 -1.31 2.22
H 1.92 -4.14 -0.07
C 2.02 -2.58 1.10
C -1.84 0.47 -4.29
H -2.55 1.42 0.41
O 1.00 -2.01 -3.26
H 0.16 0.58 1.91
H 3.63 1.98 2.38
H -1.56 -4.00 2.36
H -1.37 1.94 3.39
C -1.07 -3.12 2.77
*
```


Formula: C8H32HfN18O14
Source: the OMol25 dataset
Level of theory: ωB97M-V/def2-TZVPD

ORCA input file:
```
! wB97M-V def2-TZVPD RIJCOSX def2/J DEFGRID3
* xyz 2 1
O -32.63 3.40 -33.58
H -39.65 -0.65 -40.94
O -33.19 2.06 -35.09
N -29.54 3.87 -27.11
C -32.43 -0.89 -41.63
N -29.38 -1.45 -30.09
C -23.18 2.95 -31.98
H -28.23 -3.39 -36.56
O -38.43 4.99 -33.69
H -28.09 6.48 -27.96
H -28.65 3.56 -26.74
C -30.12 -4.04 -36.03
H -31.90 -1.62 -43.31
H -26.49 -2.34 -29.37
N -29.17 -3.15 -36.29
H -30.95 -0.34 -40.72
O -31.11 2.11 -34.34
H -34.67 6.12 -38.74
H -31.30 -2.53 -35.83
H -40.69 5.73 -33.95
N -38.88 -1.27 -38.72
N -35.80 3.19 -27.36
C -29.58 5.05 -27.62
O -30.52 5.65 -28.15
N -40.39 -0.70 -40.26
H -30.28 3.18 -27.15
C -40.11 -0.89 -38.98
H -21.34 3.69 -31.91
N -31.50 -1.11 -42.53
N -32.32 2.54 -34.39
H -27.64 5.04 -27.19
O -28.74 -2.76 -28.46
N -28.33 5.52 -27.73
H -41.30 -0.28 -40.39
O -23.00 2.20 -32.92
Hf -34.36 8.07 -31.58
H -33.86 8.82 -39.94
N -31.94 -0.42 -40.55
H -33.24 9.78 -38.51
C -28.49 -2.21 -29.52
H -29.40 -2.17 -36.36
H -30.76 -0.46 -42.73
H -34.65 7.05 -40.08
H -41.22 4.29 -34.69
O -33.86 7.96 -37.05
O -35.79 4.05 -28.29
H -22.37 3.85 -30.45
C -33.95 7.92 -38.27
O -33.57 -0.94 -41.85
N -33.56 8.95 -38.98
H -38.26 -1.48 -39.49
H -29.29 -0.87 -30.91
N -34.51 7.06 -39.08
N -40.54 4.74 -34.10
N -31.31 -3.52 -36.01
H -25.11 2.81 -31.74
N -39.35 2.95 -34.04
H -40.08 2.33 -34.37
C -39.42 4.27 -33.97
H -30.32 -1.53 -29.73
H -27.16 -1.42 -30.81
H -38.49 2.46 -33.82
H -38.43 -1.27 -37.82
O -35.37 2.03 -27.48
O -29.94 -5.19 -35.84
N -24.25 3.11 -31.30
H -32.54 -0.13 -39.80
O -36.06 3.58 -26.22
N -27.21 -2.02 -30.01
N -22.23 3.63 -31.43
O -40.86 -0.73 -38.04
H -24.16 3.79 -30.56
H -32.10 -4.08 -35.73
*
```


Formula: C8H34N16O9
Source: the OMol25 dataset
Level of theory: ωB97M-V/def2-TZVPD

ORCA input file:
```
! wB97M-V def2-TZVPD RIJCOSX def2/J DEFGRID3
* xyz 0 1
H -2.45 0.61 2.42
H -1.18 -3.62 0.96
H 2.14 1.81 1.09
N -3.93 1.17 -1.58
O -2.20 0.95 -0.34
O 0.45 5.61 -0.73
N -3.87 2.05 0.40
H 0.20 0.59 0.39
N -0.59 3.69 -0.26
C 3.31 2.93 2.13
C -3.26 1.43 -0.54
C -0.54 1.11 2.84
N 1.31 3.60 -1.28
H -4.93 1.34 -1.66
N 4.20 3.89 2.09
H -0.53 2.94 3.68
H -2.25 2.14 3.16
N 2.99 -1.41 -0.09
O 0.56 -1.59 -2.04
H -2.04 -4.78 2.93
H 4.09 -2.05 -2.01
H -0.32 2.72 -0.17
H 2.50 -1.16 0.76
C 1.19 -2.29 -2.85
C -2.48 -2.90 2.37
H -2.38 -0.55 -1.28
H -1.29 -1.89 1.09
C -3.00 -2.35 -1.60
H -3.45 0.75 -2.37
N -2.72 -4.05 2.81
H -1.27 4.07 0.38
H -3.47 -4.19 3.47
N -2.16 -1.41 -1.76
O 2.83 2.64 3.18
N 2.95 2.41 1.06
H -1.75 -3.23 -2.81
H 2.08 4.05 -1.74
H 4.49 4.16 1.16
C 0.40 4.40 -0.72
C 3.98 -2.34 -0.01
N -2.66 -3.34 -2.38
H 3.27 2.85 0.21
N -1.56 -2.80 1.42
H -2.94 -4.31 -2.30
H -4.87 2.16 0.33
H 1.20 2.63 -1.02
O 0.79 0.85 -0.32
O 4.32 -2.95 0.97
O -3.96 -2.27 -0.83
N 4.53 -2.47 -1.20
N 1.46 -1.88 -4.01
H 1.76 -2.56 -4.70
H 1.34 -3.85 -1.81
N -1.83 1.28 2.86
O -3.05 -1.93 2.78
O 0.03 0.07 2.42
H -1.25 -1.46 -2.20
H 0.81 0.10 -0.90
H 5.39 -2.99 -1.22
N 1.67 -3.43 -2.67
H 1.02 2.25 3.35
H 0.90 -1.08 -4.24
H 4.50 4.48 2.85
H 2.18 -3.91 -3.40
N 0.01 2.14 3.37
H -3.26 2.39 1.13
H 2.57 -1.20 -0.98
*
```

Summary:
structure (SMILES)	NC(N)=O.NC(N)=O.NC(N)=O.NC(N)=O.NC(N)=O.NC(N)=O.NC(N)=O.NC(N)=O.O


no.,LUMO energy (eV),E_HOMO (eV)
1,3.24,-6.2756
2,-11.49,-12.7560
3,-0.43,-8.8769